Entry from the OMol25 dataset: a 3-piece molecular cluster, CH10N2O2 overall in a non-equilibrium geometry (the ωB97M-V functional and the def2-TZVPD basis).

Last column: Löwdin charge in e.
Atoms and positions in Å:
N (2.114, -1.860, -0.278)  -0.016
C (1.893, -0.466, -0.712)  -0.382
N (0.515, -0.019, -0.590)  -0.020
H (1.497, -2.104, 0.491)  0.053
H (1.812, -2.486, -1.014)  0.052
H (2.617, 0.114, -0.147)  0.091
H (2.180, -0.372, -1.762)  0.107
H (0.488, 0.917, -0.983)  0.059
H (0.243, 0.127, 0.380)  0.060
O (-2.562, 1.996, -3.476)  -0.066
H (-2.344, 1.261, -2.886)  0.032
H (-3.507, 1.898, -3.628)  0.031
O (-1.956, 0.506, 4.680)  -0.064
H (-1.021, 0.744, 4.658)  0.031
H (-1.969, -0.257, 5.269)  0.032

Computed properties:
SMILES ... NCN.O.O
Calculated total energy ... -304.06380 Eh
Orbital gap ... 0.3790 hartree
Highest occupied orbital energy ... -9.7 eV
Relative energy (zero: lowest compared OMol25 entry of this formula, charge and spin) ... 11.9 kcal/mol